{"formula": "C12H21N6O5RuS", "method": "the ωB97M-V functional and the def2-TZVPD basis", "charge": 3, "spin_multiplicity": 5, "e_homo_ev": [-18.86, -18.89], "max_force_ha_per_bohr": 0.01001, "e_above_lowest_ev": 1.559, "symbols": ["Ru", "C", "C", "N", "C", "C", "N", "C", "O", "O", "C", "O", "O", "H", "H", "H", "H", "H", "C", "N", "C", "C", "O", "N", "C", "C", "H", "H", "H", "H", "H", "H", "H", "H", "H", "H", "H", "H", "N", "C", "N", "S", "H", "H", "H", "H"], "coordinates": [[-0.31944, -0.92331, -0.64310], [-0.79065, 2.58973, -2.40069], [0.23962, 1.57356, -2.72256], [0.37808, 0.35331, -2.19160], [1.45935, -0.23801, -2.83043], [1.98309, 0.62381, -3.74048], [1.20009, 1.74040, -3.64350], [3.12942, 0.67897, -4.72625], [3.83751, -0.41139, -4.93854], [3.27515, 1.71103, -5.30524], [1.78941, -1.59671, -2.46048], [2.61328, -2.33486, -2.84619], [0.86636, -2.03462, -1.42676], [-1.58704, 2.15510, -1.79969], [-1.23907, 2.97767, -3.31584], [-0.34710, 3.43252, -1.86662], [1.38023, 2.55784, -4.22620], [3.57615, -1.17931, -4.40625], [-1.42332, 0.55315, 3.41596], [-0.60560, 0.75780, 2.20030], [-1.25417, 1.13587, 1.01099], [0.62805, 0.17036, 2.05141], [0.87127, -0.39495, 0.90107], [1.53461, 0.17956, 2.98357], [1.48860, 1.07653, 4.15440], [2.74587, -0.65936, 2.89577], [-2.33310, 0.01515, 3.14696], [-1.68322, 1.50610, 3.87133], [-0.86795, -0.04882, 4.12756], [-2.23563, 1.56920, 1.18992], [-1.57253, 0.19864, 0.34423], [-0.65759, 1.77047, 0.36028], [0.76050, 1.86585, 3.99932], [2.47669, 1.51998, 4.25598], [1.25786, 0.50858, 5.05402], [2.67809, -1.33175, 2.04920], [2.82609, -1.22663, 3.82100], [3.61249, -0.00951, 2.79062], [-3.55781, -3.45953, 0.89337], [-3.35975, -2.54908, -0.02882], [-4.27423, -1.66126, -0.35884], [-1.84007, -2.65632, -0.94751], [-4.46137, -3.59466, 1.33411], [-2.83792, -4.13568, 1.10955], [-5.19839, -1.66791, 0.05874], [-4.16190, -1.10749, -1.19405]], "forces_ev_per_angstrom": [[0.19, -0.22, 0.16], [0.00, 0.01, 0.02], [-0.01, -0.07, -0.05], [0.05, 0.36, -0.28], [-0.08, -0.05, 0.05], [0.05, 0.13, 0.10], [0.03, -0.03, 0.00], [-0.16, -0.28, -0.40], [-0.02, 0.12, 0.15], [0.07, 0.10, 0.12], [0.14, -0.15, -0.06], [0.02, 0.01, -0.01], [0.00, 0.10, -0.03], [0.00, 0.00, -0.01], [0.02, 0.01, -0.01], [-0.01, 0.00, 0.00], [-0.02, 0.00, 0.00], [0.06, -0.02, 0.01], [0.05, 0.05, -0.05], [0.06, -0.05, 0.14], [-0.04, -0.35, -0.34], [-0.04, 0.05, -0.11], [0.08, 0.05, 0.21], [0.05, 0.00, 0.11], [-0.02, -0.06, -0.11], [-0.10, 0.05, -0.02], [-0.01, 0.01, 0.01], [-0.01, 0.00, 0.01], [-0.02, -0.01, 0.01], [0.03, 0.08, 0.06], [-0.27, 0.14, 0.19], [0.01, 0.09, 0.08], [0.01, 0.01, 0.02], [0.00, 0.00, 0.04], [0.01, 0.02, 0.02], [0.01, -0.02, 0.02], [0.04, 0.00, 0.00], [0.02, -0.02, 0.00], [-0.01, 0.05, 0.01], [0.10, -0.08, -0.03], [-0.03, 0.05, 0.03], [-0.27, -0.05, -0.03], [0.00, -0.01, 0.00], [-0.01, -0.01, -0.01], [0.00, -0.01, -0.01], [-0.01, -0.02, -0.03]]}

{"formula": "C6H12O", "method": "the ωB97M-V functional and the def2-TZVPD basis", "charge": 0, "spin_multiplicity": 1, "e_homo_ev": -9.15, "max_force_ha_per_bohr": 0.08997, "e_above_lowest_ev": 3.121, "smiles": "C=C/C=C/CC.O", "symbols": ["C", "C", "C", "C", "C", "C", "H", "H", "H", "H", "H", "H", "H", "H", "H", "H", "O", "H", "H"], "coordinates": [[-0.26458, 2.96249, 0.42858], [0.16049, 1.93760, -0.29553], [0.69268, 0.72582, 0.23740], [0.01984, -0.31214, 0.80415], [0.68538, -1.70493, 0.97947], [1.54776, -1.98598, -0.27847], [-0.12133, 3.16594, 1.47161], [-0.74516, 3.77212, -0.16184], [0.11261, 1.79796, -1.43776], [1.76170, 0.69863, 0.09554], [-1.04733, -0.31768, 1.01284], [1.15235, -1.56861, 1.99881], [-0.03677, -2.47885, 1.26702], [1.17748, -2.77932, -0.85165], [2.59543, -2.37837, 0.11740], [1.76548, -1.21195, -0.98159], [-3.20573, -0.28414, -1.88805], [-3.74213, -0.38343, -1.11479], [-2.50816, 0.34486, -1.40314]], "forces_ev_per_angstrom": [[-0.70, 1.52, -2.30], [-0.98, -0.08, -0.98], [-0.26, -2.17, 1.79], [0.74, -0.11, -1.12], [-0.23, 2.26, 0.94], [3.16, -1.58, 2.99], [-0.01, -0.57, 0.37], [0.40, -0.30, 0.70], [-0.30, 1.14, 1.63], [0.37, -0.76, -0.14], [0.02, 0.60, -0.17], [0.77, -0.43, -1.27], [-0.14, 0.14, -0.89], [-0.83, -1.32, -0.70], [-1.88, 0.74, -1.02], [-0.17, 0.90, 0.15], [2.97, 2.51, 1.58], [-1.17, -0.59, 0.55], [-1.76, -1.90, -2.10]]}

{"formula": "CH7NS", "method": "the ωB97M-V functional and the def2-TZVPD basis", "charge": 0, "spin_multiplicity": 1, "e_homo_ev": -5.00, "max_force_ha_per_bohr": 0.09556, "e_above_lowest_ev": 4.353, "symbols": ["S", "H", "C", "N", "H", "H", "H", "H", "H", "H"], "coordinates": [[3.87840, -0.52386, 3.28632], [3.33502, -1.13573, 4.39453], [-1.55410, 0.13374, -1.39818], [-0.28540, 0.29709, -0.55289], [-2.30028, 0.94657, -1.15610], [-1.28680, 0.18307, -2.45902], [-2.11602, -0.87860, -0.90798], [-0.39407, 0.12116, 0.39281], [0.23496, 1.20951, -0.77849], [0.48829, -0.35295, -0.82102]], "forces_ev_per_angstrom": [[-0.63, -0.30, 0.36], [0.28, 0.37, -0.70], [-1.96, -1.65, 2.63], [2.12, 1.27, -4.25], [1.24, -0.64, -0.18], [-0.19, -0.59, 0.42], [1.79, 2.59, -2.13], [-0.46, 0.16, 2.79], [-1.29, -1.06, 1.07], [-0.90, -0.15, 0.00]]}

{"formula": "C16H15N5ORhS5", "method": "the ωB97M-V functional and the def2-TZVPD basis", "charge": 1, "spin_multiplicity": 5, "e_homo_ev": [-10.25, -11.29], "max_force_ha_per_bohr": 0.04113, "e_above_lowest_ev": 0.000, "symbols": ["Rh", "S", "N", "C", "C", "C", "C", "C", "N", "C", "C", "N", "C", "C", "C", "C", "C", "N", "H", "H", "H", "H", "H", "H", "S", "S", "S", "S", "C", "N", "C", "C", "C", "O", "H", "H", "H", "H", "H", "H", "H", "H", "H"], "coordinates": [[6.96896, 7.77647, 5.36290], [12.93820, 12.19075, 6.02791], [12.80638, 10.70587, 5.37307], [11.53103, 10.38253, 5.51225], [11.00464, 9.14805, 5.00498], [11.74790, 8.11984, 4.46178], [11.12799, 6.93917, 4.11284], [9.74347, 6.82735, 4.22785], [8.99848, 7.81307, 4.75069], [9.60700, 8.96554, 5.13670], [8.77113, 10.04158, 5.66307], [7.45613, 9.74958, 5.69630], [6.56172, 10.65654, 6.11537], [7.00718, 11.85094, 6.62390], [8.38668, 12.15238, 6.66756], [9.31352, 11.19930, 6.19487], [10.74314, 11.37039, 6.09808], [11.44554, 12.44421, 6.45795], [12.81093, 8.30963, 4.39162], [11.75507, 6.15072, 3.74285], [9.26363, 5.95489, 3.88176], [5.46109, 10.34760, 6.02962], [6.25073, 12.57412, 6.95137], [8.62482, 13.12810, 7.04230], [4.77836, 7.84067, 5.97114], [3.83712, 7.35615, 4.31558], [5.39038, 5.27139, 3.46848], [6.73770, 5.57398, 4.80898], [8.57532, 4.91014, 9.92884], [8.89041, 5.96217, 8.99664], [10.25623, 6.03341, 8.55980], [7.95693, 6.70229, 8.35130], [6.54161, 6.77151, 8.94412], [8.23630, 7.44572, 7.37051], [7.69471, 5.08383, 10.57040], [9.34194, 4.65779, 10.65055], [8.32673, 3.96255, 9.40690], [10.92490, 6.32210, 9.40990], [10.45663, 6.76477, 7.74760], [10.54789, 5.06169, 8.14571], [6.67045, 6.85660, 10.04484], [5.97311, 5.87842, 8.79469], [6.09112, 7.67241, 8.45895]], "forces_ev_per_angstrom": [[0.52, -0.97, -0.30], [1.10, -0.53, -0.39], [0.29, 0.81, 0.54], [0.84, -0.36, -0.86], [-2.06, -0.33, 0.34], [0.35, 0.12, 0.34], [0.21, 0.56, -0.08], [0.67, 1.33, 0.56], [0.49, 0.39, -0.29], [0.87, -0.42, -0.42], [-0.38, -1.37, 0.40], [-0.76, 0.78, 0.04], [-0.65, -1.29, -0.36], [0.53, 1.20, 0.16], [-1.45, -0.80, -0.19], [-0.94, 1.25, 0.10], [-0.24, 0.62, 0.41], [-1.13, 0.04, 0.14], [0.10, -0.40, -0.18], [-0.21, -0.42, -0.24], [-0.72, -0.81, -0.11], [1.84, 0.66, 0.29], [0.55, -0.19, -0.06], [0.66, 0.16, 0.13], [-0.52, 0.34, -0.24], [-0.22, 0.15, 0.27], [-0.29, 0.07, -0.32], [0.69, -0.52, 0.38], [-1.48, -1.38, 0.52], [-0.61, 1.09, -0.68], [1.67, 0.22, -0.34], [-0.47, 0.60, 0.03], [1.32, 0.92, 0.16], [-0.02, -1.02, 0.95], [0.27, 0.46, -0.51], [0.65, 0.44, -0.25], [0.29, 0.43, 0.02], [-0.54, -0.47, -0.59], [-0.71, -0.34, 0.65], [0.20, 0.03, 0.29], [-0.38, 0.38, -0.68], [-0.46, -0.51, -0.42], [0.09, -0.92, 0.77]]}

{"formula": "C7H19HfN2O", "method": "the ωB97M-V functional and the def2-TZVPD basis", "charge": 1, "spin_multiplicity": 1, "e_homo_ev": -8.86, "max_force_ha_per_bohr": 0.08881, "symbols": ["C", "Hf", "N", "H", "H", "H", "H", "H", "H", "H", "H", "O", "C", "C", "C", "C", "C", "C", "N", "H", "H", "H", "H", "H", "H", "H", "H", "H", "H", "H"], "coordinates": [[-0.89622, -0.73292, -1.85719], [-0.23865, 0.03051, 0.28994], [-2.43410, 0.42631, 1.04501], [1.18493, 0.53267, -0.47136], [-0.69236, -1.42584, -0.95012], [-0.07088, -0.92621, -2.54354], [-0.93774, 0.44746, -1.96687], [-1.85693, -1.09145, -2.22479], [-2.51830, 1.30501, 1.55848], [-2.71217, -0.32041, 1.70803], [-3.10494, 0.42582, 0.25699], [0.95684, 0.52977, 1.76425], [2.07121, 0.79750, 2.25813], [2.15747, 1.57736, 3.48512], [2.64999, 0.80575, 4.67632], [4.14490, 0.55628, 4.68987], [4.62524, -0.31278, 3.52809], [4.46708, 0.33555, 2.16224], [3.15574, 0.24186, 1.58472], [2.86019, 2.39197, 3.27343], [1.15557, 2.00861, 3.66782], [2.32608, 1.33067, 5.58851], [2.12550, -0.14787, 4.75790], [4.63338, 1.52603, 4.63768], [4.42953, 0.08813, 5.63518], [5.69321, -0.52312, 3.67684], [4.11419, -1.28070, 3.55222], [4.90397, 1.32929, 2.20708], [5.12489, -0.19121, 1.45864], [2.95586, -0.08197, 0.64716]], "forces_ev_per_angstrom": [[0.15, 1.08, -1.06], [-2.42, 0.09, 0.27], [-0.48, -0.35, 0.08], [1.97, 0.43, -1.87], [0.00, -0.25, -0.16], [-0.26, -0.44, -0.18], [-0.03, -1.13, 1.31], [0.18, -0.07, -0.20], [-0.13, -0.03, -0.31], [0.01, 0.26, -0.47], [0.29, 0.15, 0.75], [-0.93, 0.26, 1.26], [2.76, -2.39, -2.50], [-0.13, 1.21, 0.01], [-0.28, -0.64, 1.33], [-0.06, -0.11, -0.07], [0.12, -0.14, 0.41], [1.72, -1.02, -0.64], [-2.75, 2.43, 2.71], [-0.10, 0.16, 0.14], [0.55, -0.22, -0.16], [0.32, 0.09, -0.32], [-0.09, -0.16, -0.19], [0.31, 0.16, 0.08], [-0.02, 0.08, -0.07], [-0.23, 0.08, -0.10], [0.01, 0.03, -0.08], [-0.45, 0.54, -0.15], [-0.13, 0.03, 0.16], [0.10, -0.12, 0.02]]}